Entry 1:
The following is a quantum chemistry calculation of C5H5NO in the gas phase, from the OMol25 dataset.

Summary:
- Structure (SMILES): N#C[C@@H]1C[C@@H]1C=O
- 2S+1: 1
- LUMO level: 0.556 eV
- HOMO-LUMO gap: 10.88 eV
- ΔE to the lowest compared entry with this formula, charge and spin: 180.6 kJ/mol

The geometry in XYZ format:
```
12
Properties=species:S:1:pos:R:3:forces:R:3
C -1.297177 -0.720220 0.744082 0.0582 -0.3160 0.2590
C -0.424174 0.483469 0.530680 -0.1871 0.0304 -0.0541
C 0.644912 -0.948172 -1.260922 0.2177 -0.8435 -0.3778
C 0.303336 0.381325 -0.795498 0.0706 0.0577 -0.2671
O -1.170687 -1.675005 1.458206 0.1929 0.4966 -0.1544
C 1.041522 0.770756 0.472727 0.0686 -0.0154 0.1482
H -2.136022 -0.628467 0.014651 -0.1257 -0.2208 0.3200
H -1.022670 1.390385 0.599101 -0.0344 -0.1325 -0.1445
N 0.969931 -2.006730 -1.597383 -0.3739 1.0200 0.2744
H 1.309829 1.818144 0.594592 -0.0770 -0.2437 -0.0262
H -0.018884 1.064014 -1.569992 0.4895 0.1606 -0.0061
H 1.800080 0.070504 0.809755 -0.2995 0.0067 0.0285
```
Positions in Å, forces in eV/Å.

Entry 2:
The following is a quantum chemistry calculation of 2 unconnected molecules or ions with the total composition C4H14N3O, from the OMol25 dataset.

Summary:
- 2S+1: 1
- LUMO level: -3.574 eV
- HOMO-LUMO gap: 8.67 eV
- Net charge: +1
- ΔE to the lowest compared entry with this formula, charge and spin: 202.6 kJ/mol

The geometry in XYZ format:
```
22
Properties=species:S:1:pos:R:3:forces:R:3
H 1.567630 -0.996685 -3.027667 -0.1297 -0.1797 -0.0606
O -0.129730 -0.996824 -0.965931 0.2548 0.4361 -0.1528
C 0.818743 -0.211879 -2.994448 -0.0146 0.4114 0.5418
H 2.428952 1.103442 -3.157323 0.0316 0.1682 -0.1275
N -0.494033 0.022107 1.562395 -0.3116 -0.2532 -0.2353
N -0.452897 -0.442865 3.883074 -0.1969 -0.2457 -0.6736
H 1.564835 1.010720 -4.576618 0.1002 -0.0160 -0.0466
H 1.022748 -0.930880 2.536871 -0.0957 -0.2100 -0.2042
H -2.596891 0.016190 1.943563 0.0659 -0.1378 -0.2139
H -1.999042 1.226730 0.810887 -0.1432 0.3034 0.1330
H 0.973951 1.872205 -3.297541 -0.0556 0.0921 0.0053
H 0.018974 -1.025375 4.553315 -0.1005 0.0061 0.0962
H -0.284215 0.975694 -1.623759 0.0156 0.1290 0.3506
C 0.022408 -0.508337 2.595910 0.4585 0.5252 0.8411
H -1.747599 1.363997 2.611694 0.0875 0.4137 -0.2895
C -1.772412 0.709681 1.735804 0.0827 -0.5701 0.2951
N 1.493890 1.035109 -3.560568 -0.1332 -0.4173 0.1167
C 0.422513 0.136984 -1.543315 0.3254 -0.5429 -1.2085
H -1.454997 -0.371969 3.993025 0.1583 0.0495 0.2024
H -0.042939 -0.443848 -3.611743 0.0140 -0.0571 -0.0583
H -0.224652 -0.741599 -0.013259 -0.2422 -0.1256 0.3487
H 1.355975 0.452309 -1.058062 -0.1715 0.2207 0.3399
```
Positions in Å, forces in eV/Å.

Entry 3:
The following is a quantum chemistry calculation of 7 unconnected molecules or ions with the total composition C24H59O22PS4, from the OMol25 dataset.

Summary:
- Structure (SMILES): CCOP(=O)(OCC)OCC.CCOS(C)(=O)=O.CCOS(C)(=O)=O.CCOS(C)(=O)=O.CCOS(C)(=O)=O.COC(=O)OC.COC(=O)OC
- 2S+1: 1
- LUMO level: 0.222 eV
- HOMO-LUMO gap: 10.80 eV

The geometry in XYZ format:
```
110
Properties=species:S:1:pos:R:3:forces:R:3
H -0.688680 1.333390 -1.867805 0.4065 -0.2272 -0.0565
O -2.102404 -5.022512 0.108647 0.1783 0.2061 0.1958
H 1.329630 5.000977 -3.988808 -1.5806 -0.3307 1.0101
H -3.213023 -3.898305 -2.232162 0.0216 0.1712 0.1255
P 1.829851 1.009247 -4.855770 0.9888 -0.1278 1.5285
C 0.539576 -2.274521 -6.388147 -0.6656 -0.0369 -0.3518
H 0.068515 -1.199558 -4.588513 0.1435 0.0817 -0.5175
O -2.218967 2.409496 1.334901 -1.3084 1.2329 0.1817
C -0.077830 -0.174548 2.302736 1.5783 0.5945 0.2864
H 5.905761 -0.691464 -0.754410 0.4632 -0.2882 -0.3824
H -0.505159 5.043872 -3.827848 0.4351 0.0020 0.7273
H 2.102727 3.222890 1.062783 -0.3795 -1.4840 0.4625
H -4.484909 0.661583 4.540630 -0.1765 -0.2638 -0.2783
H -4.190278 2.303578 5.145668 -0.5145 0.2764 0.8427
H 2.512498 2.184025 -7.553725 -0.3713 -0.2557 -0.0011
H -1.389160 2.718335 -1.128616 0.3596 1.7930 0.6450
O -1.684225 1.939448 6.414016 -0.2456 -0.1765 -0.2226
H -7.561605 -2.454140 2.708293 0.6119 0.2008 -0.6928
H 3.190083 4.447481 0.631161 -0.1711 0.2904 -0.0798
H 3.767122 -0.458876 4.980932 -0.1529 -0.0553 0.4772
C 1.708236 -4.746436 -0.684539 -2.1243 1.5509 0.1734
H 0.538885 -5.395998 -2.371334 -0.0554 0.2200 0.0735
O -3.335144 0.357939 7.048925 0.0113 -0.1482 -0.1757
H -7.657234 -1.435897 4.026839 1.1167 0.0205 0.5659
H 2.070843 -3.839344 -1.120077 0.2652 0.7320 -0.2644
H 5.878204 -1.341092 4.131655 -0.1376 0.2770 -0.2159
H -2.014511 3.969919 4.983772 -0.7116 0.7901 0.5695
O 3.729237 -0.531045 0.927176 0.3509 -0.7440 0.0770
S -1.759522 -3.730321 -0.403156 0.6327 0.1476 -1.3137
H 4.014697 1.325365 -7.726130 0.8844 -2.0098 -0.8204
S -4.844423 -1.600929 1.755749 -0.1266 -0.8354 3.4076
H 0.359649 -0.297928 3.321925 -0.5513 0.1172 -0.8682
H 1.899214 -1.383159 -0.718708 0.3152 -0.1020 0.2455
H 3.637941 3.467543 -5.550070 -0.2989 -1.5629 -0.2393
S 4.721084 -1.580565 0.887168 -0.6826 -1.3092 0.8616
O -5.084550 -2.978310 1.438977 -0.1741 0.0543 -0.3422
H -2.379914 1.384351 -1.400783 0.5261 -0.2934 0.6796
H 4.935891 2.306665 -5.700458 0.4202 0.0607 -0.1812
H -0.553842 -1.069520 1.964511 -1.1842 -0.2720 0.1651
S -2.599029 0.748673 5.888276 1.1017 -0.7321 1.1931
C -3.107840 -3.173916 -1.416183 0.3924 -0.2117 -1.1529
O 5.112672 -2.025187 2.412085 -0.2126 -0.4628 -2.0154
C 2.172493 4.267289 0.992143 0.3903 1.1344 -1.0802
C 0.383487 -5.074492 -1.336017 -0.5154 -0.1686 -0.6193
H -3.172574 1.824540 3.915045 -0.3950 -0.8574 -0.2443
C 6.202878 -0.873361 0.275128 0.6896 -0.1381 0.0763
H -0.408947 4.128250 4.215703 -0.6442 -0.3894 0.1441
O -5.874919 -1.143478 2.949753 -0.5641 -0.0930 -0.3420
O 3.353723 1.393415 -5.037878 -0.4959 -0.2926 0.0969
H 0.464327 3.545776 -3.529379 -0.2892 0.5023 0.6171
H -3.608224 -2.217530 3.636409 -0.0093 0.0072 0.4373
H -3.273217 -0.485201 3.169313 0.1229 0.0356 0.0890
O -4.837066 -0.619053 0.748471 0.0779 0.9833 -1.2677
H 1.570482 -4.551823 0.371326 0.2948 -0.2761 0.2957
H 2.413825 -5.464014 -0.929015 1.3189 -1.6881 0.0074
C 5.015143 -1.108417 3.494438 0.5578 0.5939 -0.1272
H 1.065099 0.147951 -1.014955 0.1083 -0.2005 -0.0993
O 4.484344 -2.842569 0.183452 0.3509 2.1638 1.1441
C -3.403210 -1.507402 2.854517 -1.4384 -0.0267 -1.1441
H 1.318614 -2.841739 -5.858585 -0.5694 -0.2373 -0.2229
H 6.990260 -1.669848 0.414642 -0.6455 1.2081 -0.4150
O 0.571711 5.074098 -2.021272 -1.6061 0.4004 -0.0525
C -3.745887 1.411212 4.759014 1.0316 1.1804 -0.8937
H -0.473622 -2.749721 -6.410667 1.0180 -0.1392 0.1099
O 0.854060 2.000538 -5.265667 -0.6674 0.7146 -0.2505
C 1.452397 -0.761267 -1.480033 -0.1971 -0.4586 -0.0859
C 3.583313 2.203138 -7.403426 -1.2428 1.5037 2.1277
O 1.742529 -0.382525 -5.557693 -1.5368 -0.9113 -1.0217
O -1.711118 -0.181837 5.230819 -0.6946 0.3428 -0.0605
H -0.018430 3.034565 6.308404 0.2530 0.0311 0.3603
O -0.835484 1.048363 2.331182 -0.2294 -1.0331 0.7596
O -1.440668 -2.624911 0.445191 0.2634 -0.0879 0.5219
C -8.230280 -0.400107 2.369497 0.0293 -2.0312 -2.2674
H 2.903062 -0.994403 3.578833 -0.0252 -0.3345 0.0149
H 0.700841 -0.064630 1.561749 0.6533 0.2167 0.0244
H -1.583889 2.875424 3.690850 0.3367 0.3922 0.2576
O -0.912776 1.099278 0.126202 0.7938 -0.8477 -0.9222
H -3.033864 -2.141823 -1.834956 0.2563 -0.8488 0.6991
H -9.271666 -0.830639 2.388729 0.9819 0.5589 0.1220
C 0.412877 4.639321 -3.368259 2.0490 -0.0889 -2.2565
H -7.934350 -0.328868 1.306661 -0.4049 0.2891 0.2702
H -3.955458 -3.299520 -0.760248 -0.3384 0.2310 0.2636
C -7.298408 -1.430223 2.997035 -1.0703 -0.0781 0.7432
H 6.436869 0.144321 0.670803 -0.1866 -1.1158 0.2438
H 2.028405 4.795674 1.934213 -0.3028 -0.1480 -0.2235
H -0.396440 -0.293989 -6.024757 0.5569 0.1369 -0.3081
C 2.401466 -0.438760 -2.599774 1.0805 2.6807 1.4143
O 2.168066 3.561614 -1.672587 -0.5197 0.2129 0.8165
H 0.643729 -1.363833 -1.906946 -0.2238 0.2807 0.1739
H 0.007330 1.699562 5.144618 -0.2132 -0.2602 0.1303
C -1.398685 1.557955 1.245280 0.3101 0.0336 0.3830
H 3.619861 -2.249801 4.718350 0.0024 1.0393 -0.5328
C 3.875653 2.400094 -5.884741 0.4685 1.7555 -0.8987
H 3.915923 3.023140 -8.010204 0.5559 0.5287 -0.0379
H 3.402593 0.000806 -2.258914 -1.3564 -0.5279 -0.1850
H -8.198537 0.563371 2.794872 0.0967 1.0020 0.7242
H -2.607737 -1.860768 2.246345 0.8765 -0.1770 -0.4415
C 3.742921 -1.242903 4.230721 -0.8673 -0.7375 0.8010
C 1.357191 4.364248 -1.255936 1.6458 -0.4472 0.5310
H 5.047422 -0.080065 3.120133 0.4524 -0.0648 -0.0130
H 0.867930 -2.146983 -7.434663 -0.1563 0.1889 0.4852
O 1.726031 0.646381 -3.309004 0.0633 -0.2692 -0.6285
H 2.649231 -1.290539 -3.167408 -0.0712 -0.9001 -1.2816
C -1.351433 1.675170 -1.089739 -1.3193 -1.3191 -1.2678
H -0.194715 -5.859460 -0.862711 0.1389 -0.1505 0.3188
O -0.508968 -3.909522 -1.444639 -0.7399 0.1969 0.6659
C 0.359781 -0.983080 -5.638812 1.1945 0.0259 1.0371
C -1.207431 3.432468 4.562247 1.6705 -0.9553 -0.8017
O 1.189426 4.750918 0.040407 0.3142 -0.1289 -0.4637
C -0.607380 2.469042 5.606762 -0.8470 0.9675 -0.7730
```
Positions in Å, forces in eV/Å.

Entry 4:
The following is a quantum chemistry calculation of 4 unconnected molecules or ions with the total composition C25H61BrIN4O14P4, from the OMol25 dataset.

Summary:
- 2S+1: 1
- LUMO level: -4.312 eV
- HOMO-LUMO gap: 6.92 eV
- Net charge: +1

The geometry in XYZ format:
```
110
Properties=species:S:1:pos:R:3:forces:R:3
H -0.337850 1.779260 7.568827 0.2830 -0.0292 -0.0945
O -0.755510 3.148593 6.105850 0.5151 -0.0694 -0.4318
P 1.870578 -2.660775 -6.966855 4.2141 -4.7552 3.0878
H -0.200044 -4.485842 -7.003350 0.1557 0.1281 0.1208
C 0.617212 -4.951963 -7.555157 -0.3301 -0.4687 -0.0691
O 2.892058 -2.242921 -8.189892 -2.4729 1.5767 0.2193
H 1.125969 -2.675356 1.397610 0.0046 -0.0623 -0.0588
H -6.718088 3.156757 6.720546 0.0648 -0.0740 -0.0233
C 5.463078 -0.518615 2.909892 0.4932 -0.0948 0.3250
C 3.047757 -2.360288 0.473407 0.1312 -0.6602 -0.1562
H 2.268987 -1.282871 -4.661141 0.0009 -0.1376 -0.0590
H -0.625985 -5.706991 -9.150184 0.0050 0.0074 0.0261
N -3.441692 4.658848 6.064838 -1.3863 -0.1067 0.0408
H 1.428412 2.645184 0.343224 0.0781 -0.1095 -0.0813
C 5.875000 -1.975984 2.828118 -0.1473 -0.0497 -0.1449
P -2.991417 -1.721259 -2.003297 1.2658 -6.7269 -2.1629
C -5.062639 -3.364608 -2.325319 -0.1129 -0.2189 -0.2735
P 3.100373 -0.029771 1.752832 3.9353 5.0248 -2.6847
O 2.868268 1.284039 0.807762 -0.4079 -0.5880 0.0347
H 0.295216 5.743445 4.591366 -0.1259 0.1406 0.1218
H -5.220134 6.142891 7.539477 0.1118 -0.1273 -0.2266
H 0.714309 1.644286 6.117362 0.0080 0.3381 0.0976
C 2.374204 -2.107293 -9.515408 -0.0014 -0.0033 -0.6627
O 2.924482 -0.937251 0.393178 -1.5708 -0.8589 2.2914
C 0.250047 -5.070116 -9.022208 0.1221 0.1554 -0.0610
C 2.167755 -2.965922 1.546066 -0.0262 0.2113 0.1223
H 2.135363 4.286398 2.125369 -0.0061 0.0046 -0.0401
N -4.226308 6.235579 7.694295 -0.6062 0.3538 0.9494
H -2.324661 0.833542 -1.109091 0.0683 0.0218 0.0349
H -0.698201 -0.899986 -0.252412 -0.0545 0.0145 -0.1236
C 1.997211 2.327402 1.220830 0.0142 0.3481 0.0750
H -1.422463 6.856462 5.458534 0.1062 -0.0771 0.1848
H 0.705118 5.985913 6.278471 -0.3005 0.1683 0.0160
H 2.752821 -2.752732 -0.499171 -0.0199 0.1927 -0.0278
C 0.251896 -0.603853 -2.944746 -0.1862 0.0222 0.2572
H 3.456609 3.185734 2.567610 -0.1222 -0.0832 0.0701
O 3.166056 -2.628209 -5.974176 -0.2336 0.5447 -0.5181
H 2.060836 -3.697156 -3.806613 -0.1086 0.1451 -0.0275
O 2.768938 0.530628 3.099874 -1.5908 -2.8766 0.0261
H 0.850547 3.573330 4.801386 -0.4220 -0.1649 -0.0166
H 6.353251 0.111293 2.950791 -0.0611 0.0608 -0.0993
C 2.796752 3.497630 1.757559 0.1342 0.0560 0.0457
C -3.301028 5.624659 7.023119 1.8077 -1.8214 -0.2169
H -5.611569 -3.936005 -1.573725 0.1353 0.0104 0.0921
H 1.131917 3.808737 6.505101 -0.0592 0.0426 -0.1202
C 0.364077 3.922995 5.722649 0.8012 0.4368 0.6853
H -5.588481 -2.419988 -2.461493 0.1101 0.0404 -0.0710
O -3.691158 -1.185672 -3.208656 0.0429 2.6998 2.0330
C -2.562963 5.187731 4.987262 0.0919 0.4448 0.7209
O -2.527212 -1.848489 -0.419862 -1.1911 2.5689 -0.6295
H 2.235016 -4.053315 1.529061 0.0039 0.0094 0.0181
H 0.906343 -1.205188 -2.310388 0.0202 0.0041 -0.0611
C -0.301364 1.836814 6.473257 -0.7439 -0.5391 -0.1526
H 2.146415 -3.095594 -9.923195 -0.0449 -0.0304 0.1393
H -4.570534 -5.135361 -3.443573 -0.0589 -0.0099 0.0414
H -1.323313 0.801226 4.816466 -0.1636 0.2515 0.1168
Br -2.132553 4.100556 3.468178 -0.0830 0.0900 0.4264
H -2.130566 0.675526 6.451015 -0.1451 0.1031 -0.3948
H 3.180174 -1.693995 -10.122756 0.1010 -0.0260 0.1880
H 0.328051 -1.601401 -9.013452 -0.0047 -0.0123 -0.0708
C 0.043770 5.432528 5.608658 -0.3054 -1.2850 -0.1077
C -0.832569 -1.460412 -3.570006 0.4857 -0.0613 -0.4666
H 3.431049 3.913217 0.973723 -0.0659 0.0233 -0.0276
H 4.998184 -2.628311 2.862967 0.0227 -0.0083 0.0614
H -5.938122 4.138822 7.748266 0.0739 -0.1197 0.0723
H 0.020237 -4.087781 -9.443646 -0.0652 -0.0255 0.0068
C 2.924565 -3.058642 -3.617463 0.0101 -0.2185 0.0302
H -3.107480 6.068020 4.630089 0.0415 -0.4683 -0.7798
O 4.734044 -0.128004 1.748230 -0.9619 -0.8021 0.2738
H -6.000299 -4.276336 -4.043458 -0.0027 -0.0039 0.0226
C 3.082056 -2.006341 -4.695283 0.0599 -0.1395 0.3259
C -2.281877 0.566289 -0.047200 -0.0957 -0.0537 -0.1174
H -0.380273 -2.183572 -4.249028 -0.1680 0.0542 0.1791
O -3.744252 -3.155098 -1.816206 -0.0831 0.6084 0.5262
H -1.505147 -0.837277 -4.160130 -0.1923 -0.1163 0.0876
O 0.755642 -2.532862 -5.979024 -0.8311 2.0791 -2.5392
H 0.847426 -1.057865 -10.615828 -0.0223 -0.0150 0.0156
C 1.170614 -1.190853 -9.583493 -0.0379 -0.0210 0.1996
H 1.407587 -0.213647 -9.159890 0.0288 0.0040 -0.0577
C -1.713627 -0.825410 0.149153 0.4477 0.1887 0.3326
H -5.795161 2.640503 4.550139 0.4039 -0.2538 -0.3301
H 1.278235 1.967084 1.959123 0.0888 -0.0015 0.0721
H -3.941292 6.923923 8.380441 0.0869 -0.0755 -0.0670
H 0.854416 -0.124462 -3.716034 -0.0687 0.0326 0.0151
H 4.011876 -1.455536 -4.538905 0.0418 -0.0461 -0.1412
H 0.767672 -5.947863 -7.134775 0.1059 0.0543 0.0401
H -3.298679 0.625817 0.345237 0.0297 -0.0098 0.0502
H -0.663595 -0.207058 6.082336 -0.1423 0.0563 -0.0060
H 2.808734 -2.595742 -2.636358 0.0394 0.0423 -0.0392
H 1.076939 -5.490252 -9.596338 -0.0203 -0.0638 0.0355
H 2.467234 -2.621437 2.544134 0.0289 -0.0672 -0.0217
N -5.802557 3.541268 6.940939 0.6050 -0.3364 -0.6181
H -1.647248 -1.039796 1.217884 -0.1034 -0.1553 -0.0559
H -1.661337 1.303709 0.464370 0.0110 0.0140 -0.0435
H 6.526771 -2.239651 3.661729 -0.0098 0.0235 0.0012
H 6.399987 -2.178675 1.893934 0.0561 0.0390 0.0342
O 1.844020 -4.244775 -7.390303 -0.5164 1.0628 -0.4866
C -1.413377 5.821273 5.829300 0.9843 1.5266 -1.0516
H -0.185345 0.180068 -2.318437 0.0414 0.0505 -0.0375
C -1.191776 0.736386 5.896951 0.4489 -0.1755 0.5828
I -0.993412 5.082698 8.769938 -0.1903 0.0438 0.1449
O -5.216942 3.390242 4.327476 -0.0047 -0.1830 1.5048
H 3.799008 -3.711306 -3.594847 0.0416 0.0694 0.0173
C -5.003016 -4.149089 -3.619193 0.1182 -0.0974 -0.0895
H 4.096648 -2.632012 0.618388 0.0081 0.1388 0.0817
H 4.897196 -0.342331 3.825577 -0.1579 0.1356 -0.1270
N -1.962499 5.963881 7.191576 -0.3662 0.1972 -0.3168
O -1.531988 -2.205849 -2.571211 -0.5319 1.1095 0.7274
P -5.167013 4.412737 5.595220 -1.3232 1.6671 -0.7890
H -4.370392 -3.650909 -4.353782 -0.0814 0.1473 0.0276
```
Positions in Å, forces in eV/Å.